Entry 1:
{"formula": "C21H32Ge2ORbS6", "method": "ωB97M-V with the def2-TZVPD basis set", "symbols": ["Rb", "C", "C", "Ge", "C", "C", "C", "C", "Ge", "C", "C", "C", "C", "C", "C", "C", "C", "C", "C", "H", "H", "H", "H", "H", "H", "H", "H", "H", "H", "H", "H", "H", "H", "H", "H", "H", "H", "H", "H", "H", "H", "H", "H", "H", "H", "S", "C", "S", "C", "C", "S", "S", "S", "C", "S", "C", "O", "H", "H", "H", "H", "H", "H"], "xyz": [[-1.2870, 0.0977, -2.4449], [3.1326, -2.6408, -0.3676], [2.3758, -1.9007, -1.4701], [1.9104, -0.0503, -0.9579], [2.1625, 1.1854, -2.4646], [3.5913, 1.1459, -3.0152], [2.7343, 0.4751, 0.7583], [1.7261, 0.5756, 1.6471], [0.0606, 0.2028, 0.6321], [-0.8268, -1.4304, 1.2789], [-1.0997, -1.3446, 2.7852], [-1.2142, 1.6983, 0.6290], [-0.6237, 2.9984, 0.0940], [1.9106, 0.8917, 3.0774], [1.0597, 1.7889, 3.7239], [1.2316, 2.0883, 5.0661], [2.2467, 1.4807, 5.7932], [3.0922, 0.5769, 5.1650], [2.9266, 0.2862, 3.8189], [3.3205, -3.6828, -0.6376], [2.5727, -2.6326, 0.5702], [4.0962, -2.1689, -0.1648], [1.4393, -2.4217, -1.6899], [2.9528, -1.8925, -2.3979], [1.9181, 2.1863, -2.1034], [1.4413, 0.9776, -3.2589], [4.3295, 1.2703, -2.2188], [3.7606, 1.9409, -3.7441], [3.8016, 0.1965, -3.5123], [3.7620, 0.6800, 1.0619], [-0.1930, -2.2915, 1.0522], [-1.7527, -1.5731, 0.7226], [-0.1712, -1.2855, 3.3573], [-1.6571, -2.2132, 3.1450], [-1.6903, -0.4597, 3.0347], [-1.4615, 1.7931, 1.6922], [-2.1482, 1.4252, 0.1290], [0.3115, 3.2455, 0.6059], [-1.3171, 3.8272, 0.2262], [-0.4148, 2.9352, -0.9782], [0.2639, 2.2628, 3.1605], [0.5671, 2.7948, 5.5477], [2.3724, 1.7048, 6.8448], [3.8804, 0.0906, 5.7270], [3.5769, -0.4294, 3.3301], [-4.8795, 5.1672, 0.1283], [-4.2253, 4.0426, -0.9123], [-2.9991, 4.3981, -2.0543], [-2.8881, 2.8436, -2.8874], [-3.8658, 1.9580, -2.5407], [-4.2911, 0.3730, -3.1381], [-4.9322, 2.5149, -1.2449], [-1.5806, 2.7844, -4.0437], [-2.1682, -4.9060, -2.2147], [-2.1168, -3.2003, -2.7749], [-3.8075, -3.1045, -3.3518], [-2.0184, -2.3733, -1.5332], [-2.9193, -4.9784, -1.4283], [-1.1850, -5.1528, -1.8186], [-2.4105, -5.5605, -3.0516], [-3.9296, -3.7898, -4.1913], [-3.9746, -2.0733, -3.6645], [-4.4787, -3.3477, -2.5283]], "forces_ev_per_angstrom": [[-0.11, 0.41, -0.29], [-0.01, 0.00, 0.00], [-0.03, -0.08, -0.02], [-0.11, 0.14, 0.22], [0.16, 0.07, 0.04], [-0.03, -0.02, 0.01], [-0.03, 0.06, 0.01], [0.08, 0.09, -0.05], [0.10, -0.27, 0.10], [0.02, 0.03, 0.20], [-0.01, 0.01, -0.02], [0.18, -0.12, 0.19], [0.02, -0.01, -0.04], [0.00, -0.01, 0.02], [-0.01, -0.01, -0.02], [0.00, 0.01, 0.01], [0.00, 0.00, -0.01], [0.00, 0.00, 0.00], [-0.01, 0.02, -0.01], [0.01, 0.00, 0.01], [0.00, -0.01, -0.01], [-0.01, 0.00, 0.00], [0.00, 0.01, -0.02], [0.02, 0.03, 0.01], [-0.02, -0.01, -0.01], [0.03, 0.01, 0.00], [0.00, 0.01, -0.01], [-0.03, -0.01, -0.01], [0.01, 0.00, 0.02], [0.03, -0.08, -0.09], [-0.01, 0.01, -0.01], [0.00, 0.02, -0.03], [0.00, 0.01, 0.00], [0.01, -0.01, -0.02], [0.00, -0.01, 0.00], [-0.17, 0.09, -0.05], [0.03, 0.03, -0.04], [0.00, -0.01, -0.01], [0.01, 0.03, 0.03], [0.00, 0.01, 0.00], [0.01, 0.00, 0.01], [0.00, 0.00, 0.00], [0.00, 0.00, 0.00], [0.00, 0.00, 0.00], [0.00, 0.00, 0.01], [0.20, -0.06, 0.35], [-0.66, 0.32, -0.83], [0.27, -0.16, 0.27], [-0.04, 0.21, -0.07], [-0.08, 0.03, 0.13], [-0.03, -0.03, -0.11], [0.25, -0.16, 0.21], [0.00, -0.12, -0.06], [0.04, 0.00, 0.00], [-0.15, -0.16, -0.05], [-0.01, 0.04, 0.04], [0.08, -0.34, 0.02], [0.00, 0.00, -0.01], [-0.01, 0.00, 0.01], [0.01, 0.01, 0.00], [0.00, 0.00, 0.01], [0.00, 0.00, 0.00], [0.01, -0.01, 0.00]], "mulliken_charge": [0.731, -1.164, -0.392, 0.272, -0.187, -1.388, -0.350, -0.595, 0.017, -0.445, -1.250, -0.433, -1.103, 0.014, 0.160, -0.806, -0.355, -0.721, -0.368, 0.384, 0.204, 0.321, 0.179, 0.427, 0.349, 0.298, 0.328, 0.386, 0.325, 0.539, 0.336, 0.377, 0.272, 0.393, 0.331, 0.528, 0.348, 0.311, 0.359, 0.198, 0.287, 0.404, 0.379, 0.377, 0.441, -0.351, 0.037, -0.151, -0.086, -0.172, -0.521, -0.179, -0.365, -1.020, 0.537, -0.672, -0.434, 0.298, 0.308, 0.378, 0.410, -0.037, 0.300], "homo_ev": -2.998, "max_force_ev_per_a": 1.11, "total_charge": -1, "lumo_ev": 1.61}


Entry 2:
{"formula": "C39H38N7O3Rb", "method": "ωB97M-V with the def2-TZVPD basis set", "symbols": ["Rb", "C", "O", "C", "C", "C", "C", "C", "C", "N", "N", "C", "O", "C", "C", "C", "C", "C", "C", "C", "O", "H", "H", "H", "H", "H", "H", "H", "H", "H", "H", "H", "H", "N", "C", "N", "C", "N", "N", "C", "C", "C", "C", "C", "C", "N", "C", "C", "C", "C", "C", "C", "H", "H", "H", "H", "H", "H", "H", "H", "H", "H", "H", "C", "C", "C", "C", "C", "C", "C", "C", "C", "C", "H", "H", "H", "H", "H", "H", "H", "H", "H", "H", "H", "H", "H", "H", "H"], "xyz": [[-0.1745, 0.2448, 0.2214], [-3.4722, -2.9321, -2.6107], [-3.1631, -4.2664, -2.0639], [-2.2769, -4.3795, -1.1226], [-2.3324, -5.5610, -0.3658], [-1.4388, -5.8338, 0.6660], [-0.4672, -4.9090, 1.0251], [-0.3399, -3.6942, 0.3105], [0.7047, -2.8026, 0.6367], [0.8030, -2.0588, 1.7733], [0.0412, -2.2853, 2.8093], [-0.6941, -1.1941, 3.2700], [-0.9442, -0.1301, 2.6421], [-1.2453, -1.4128, 4.6153], [-1.3193, -2.6741, 5.2188], [-1.8463, -2.7891, 6.5094], [-2.2662, -1.6688, 7.2174], [-2.1731, -0.4081, 6.6177], [-1.6683, -0.2802, 5.3218], [-1.1862, -3.3787, -0.8318], [-1.0752, -2.3196, -1.5182], [-4.4836, -3.0286, -3.0273], [-2.7210, -2.6956, -3.3584], [-3.4609, -2.1676, -1.8245], [-3.1209, -6.2747, -0.6514], [-1.5066, -6.7762, 1.2131], [0.1846, -5.0856, 1.8827], [1.4757, -2.5420, -0.0999], [-0.9559, -3.5639, 4.7095], [-1.9157, -3.7826, 6.9502], [-2.6859, -1.7766, 8.2242], [-2.5019, 0.4862, 7.1572], [-1.6353, 0.6985, 4.8331], [1.6540, -1.2822, -4.1509], [1.2925, -1.0419, -2.9225], [1.9168, -0.2307, -2.0678], [3.0103, 0.3845, -2.5070], [3.6453, 1.3057, -1.7652], [2.9977, 1.6402, -0.6937], [3.7237, 2.0188, 0.3657], [3.1046, 2.4406, 1.5905], [3.8962, 3.1229, 2.5729], [3.3139, 3.4222, 3.7977], [1.9874, 3.0279, 4.0353], [1.2865, 2.3957, 3.0146], [1.8137, 2.1285, 1.8101], [3.6265, 0.0001, -3.7762], [4.9360, 0.3953, -4.1607], [5.4688, -0.0420, -5.3674], [4.7112, -0.8876, -6.2157], [3.4425, -1.2962, -5.8484], [2.9173, -0.8571, -4.6202], [1.0827, -1.9129, -4.7368], [0.3935, -1.5301, -2.5746], [4.8206, 2.0082, 0.2898], [4.9202, 3.4050, 2.3200], [3.8892, 3.9416, 4.5627], [1.4968, 3.2041, 5.0025], [0.2540, 2.0556, 3.1459], [5.5264, 1.0381, -3.5184], [6.4667, 0.2684, -5.6674], [5.1231, -1.2220, -7.1616], [2.8367, -1.9409, -6.4999], [-1.0878, 2.9105, -1.8928], [-2.1108, 1.8984, -1.9414], [-2.7709, 1.9097, -0.6747], [-2.1728, 2.9074, 0.1482], [-1.1040, 3.5154, -0.6130], [-0.1540, 4.5677, -0.1714], [-2.5363, 3.2091, 1.5552], [-3.8592, 1.0203, -0.2454], [-2.4345, 0.9968, -3.0787], [-0.1260, 3.2621, -2.9748], [-0.2432, 5.4598, -0.8082], [0.8921, 4.2299, -0.2534], [-0.3348, 4.8606, 0.8742], [-3.6247, 3.4145, 1.6215], [-1.9788, 4.0772, 1.9218], [-2.3445, 2.3599, 2.2432], [-4.8292, 1.5434, -0.2409], [-3.7092, 0.6329, 0.7776], [-3.9658, 0.1479, -0.9121], [-3.5108, 1.0353, -3.2843], [-2.1775, -0.0642, -2.8794], [-1.8996, 1.3057, -3.9909], [-0.1227, 4.3538, -3.1464], [-0.3962, 2.7601, -3.9113], [0.9076, 2.9685, -2.7261]], "forces_ev_per_angstrom": [[0.07, 0.59, -1.00], [0.02, -1.01, 0.72], [-2.45, 1.65, -3.05], [3.65, -0.26, 3.75], [-0.31, 0.64, -0.93], [0.44, -0.23, 0.64], [-0.53, 0.38, -0.48], [-1.90, -2.13, -1.01], [1.50, 3.64, 3.48], [1.52, -1.47, -4.64], [-2.92, 1.85, 2.56], [1.80, -2.52, -2.05], [0.15, -0.15, 0.95], [-0.16, 0.09, 0.65], [-0.19, 0.15, 0.64], [0.25, -0.15, -0.39], [-0.17, 0.32, 0.10], [0.04, -0.04, 0.00], [-0.39, -0.11, 0.38], [-1.05, -2.11, 0.93], [0.57, 0.88, -0.61], [0.32, -0.02, -0.02], [-0.18, 0.23, -0.07], [0.04, -0.27, -0.24], [0.34, 0.25, 0.23], [-0.08, 0.19, -0.11], [-0.10, 0.04, -0.28], [-0.29, 0.04, 0.18], [-0.13, 0.36, -0.14], [-0.02, 0.18, 0.03], [0.17, 0.06, -0.35], [0.09, -0.31, -0.14], [0.07, -0.45, 0.09], [1.06, -0.84, -2.93], [-0.25, 1.59, 3.09], [-2.02, -2.01, -1.02], [2.19, 2.21, 1.02], [0.69, -1.85, -3.06], [0.25, 1.58, 4.86], [-0.99, -1.01, -3.72], [-0.37, 0.60, 1.79], [-0.80, -0.47, -0.64], [-0.27, -0.20, -0.18], [0.25, 0.20, 0.22], [0.03, -0.04, -0.52], [0.50, 0.07, 0.49], [0.98, -0.05, -0.51], [-0.41, -0.36, -0.49], [-0.61, -0.28, -0.07], [0.15, 0.36, 0.41], [-0.23, 0.09, 0.13], [-0.36, -0.06, 0.05], [0.59, 0.63, 0.70], [-0.49, -0.27, 0.31], [-0.27, 0.05, 0.03], [-0.26, -0.12, 0.19], [-0.13, -0.09, -0.10], [0.30, -0.07, -0.49], [0.29, 0.11, 0.00], [-0.28, -0.07, 0.10], [-0.16, -0.07, 0.06], [0.01, 0.04, 0.07], [0.33, 0.25, 0.32], [-0.78, -0.84, 0.49], [0.62, 1.16, 1.21], [1.33, 0.91, -0.41], [1.16, -0.10, -1.56], [-1.31, -1.16, 0.19], [0.23, 0.21, 0.08], [-0.52, -0.27, 0.39], [-0.79, -0.64, 0.25], [0.02, -0.36, -0.21], [0.17, 0.15, -0.07], [0.08, 0.14, 0.15], [-0.11, 0.08, 0.11], [0.12, 0.02, -0.27], [0.37, 0.11, 0.22], [-0.18, -0.04, 0.08], [-0.01, 0.27, -0.18], [-0.09, -0.14, 0.04], [-0.03, 0.04, -0.25], [0.02, 0.21, 0.20], [0.00, -0.14, -0.22], [-0.07, 0.30, -0.10], [-0.18, -0.13, 0.15], [0.11, -0.24, -0.14], [0.10, 0.15, 0.00], [-0.08, 0.08, -0.09]], "mulliken_charge": [0.413, -0.488, -0.574, 0.447, -0.645, -0.606, -0.429, 1.065, -0.872, -0.527, -0.106, -0.115, -0.282, 0.394, -0.328, -0.531, -0.397, -0.487, -0.411, 0.121, -0.842, 0.301, 0.251, 0.101, 0.309, 0.285, 0.316, 0.433, 0.471, 0.350, 0.314, 0.349, 0.198, 0.146, -0.555, 0.152, 0.175, -1.083, 0.696, -0.826, 0.734, -0.961, -0.258, -0.758, -0.276, 0.409, 0.896, -0.462, -0.679, -0.301, -0.954, 0.104, 0.305, 0.480, 0.277, 0.382, 0.375, 0.361, 0.350, 0.445, 0.368, 0.373, 0.344, 0.264, 0.754, 0.415, 0.739, 0.549, -1.524, -1.309, -1.321, -1.308, -1.510, 0.369, 0.073, 0.301, 0.345, 0.362, -0.081, 0.296, 0.225, 0.174, 0.343, 0.000, 0.351, 0.353, 0.367, 0.038], "homo_ev": -0.541, "max_force_ev_per_a": 5.26, "total_charge": -2, "lumo_ev": 3.56}